C9H19BeF5N3O9S4 as an isolated structure at a distorted geometry, computed with ωB97M-V/def2-TZVPD.

Element x y z (Å)
S: -8.151 -22.053 -21.929
S: -7.052 -22.817 -17.421
S: -5.941 -21.791 -21.186
S: -9.167 -23.345 -18.245
F: -9.950 -18.885 -17.574
F: -5.071 -21.100 -19.950
F: -9.979 -24.319 -19.264
F: -5.531 -23.360 -17.769
F: -9.552 -21.290 -21.702
O: -6.021 -18.350 -19.910
O: -6.991 -23.123 -16.023
O: -6.942 -21.454 -17.859
O: -5.187 -21.138 -22.276
O: -7.925 -21.742 -23.311
O: -8.489 -23.423 -21.557
O: -5.833 -23.225 -20.846
O: -9.374 -22.000 -18.851
O: -9.867 -23.645 -17.027
N: -7.793 -23.916 -18.404
N: -7.119 -17.473 -19.879
N: -7.441 -21.183 -20.858
C: -8.708 -15.159 -20.071
C: -6.252 -16.336 -21.857
C: -6.758 -17.237 -17.505
C: -7.815 -18.152 -22.158
C: -8.355 -15.680 -18.644
C: -7.431 -17.053 -21.222
C: -8.712 -16.201 -21.172
C: -7.024 -16.462 -18.808
C: -5.950 -15.315 -18.952
Be: -8.468 -19.743 -19.251
H: -9.703 -14.716 -20.078
H: -8.061 -17.723 -23.129
H: -8.143 -14.281 -20.381
H: -5.831 -17.766 -17.284
H: -6.045 -14.700 -19.846
H: -5.314 -17.718 -20.057
H: -6.908 -16.585 -16.644
H: -8.253 -14.818 -17.984
H: -9.190 -16.243 -18.228
H: -8.609 -18.845 -21.880
H: -4.951 -15.734 -19.069
H: -6.337 -15.253 -21.769
H: -6.173 -16.553 -22.923
H: -9.579 -16.798 -20.889
H: -5.304 -16.696 -21.456
H: -7.500 -18.011 -17.307
H: -5.915 -14.633 -18.102
H: -6.927 -18.721 -22.435
H: -8.943 -15.729 -22.127

Atoms 1-6, force components in eV/Å:
-7.4 -2.9 -1.8
6.7 -2.3 0.7
6.6 0.5 2.8
-8.0 0.5 -2.3
2.2 -0.8 -2.5
-1.6 -0.6 -0.8

For the total energy, the calculation gives -3302.4312 hartree. Its total charge is -1. The calculation puts the HOMO-LUMO gap at 7.6 eV. Its energy above the lowest of the compared OMol25 structures with the same formula, charge and spin is 26.9 kcal/mol.

A 2-piece molecular cluster, C7H18 overall at a distorted geometry, computed with ωB97M-V/def2-TZVPD.

Element x y z (Å)
C: -2.773 0.616 -0.615
C: 2.774 0.738 1.768
C: -1.751 -1.615 -0.410
C: 3.131 -0.168 0.607
C: 1.242 0.920 1.850
C: -1.429 -0.168 -0.822
C: -1.074 -0.099 -2.316
H: 4.206 -0.171 0.403
H: 0.732 0.084 2.332
H: 2.606 -0.113 -0.348
H: 3.181 1.726 1.554
H: -2.686 1.217 0.300
H: 0.814 1.815 2.298
H: -2.994 1.217 -1.491
H: -2.201 -1.679 0.584
H: -0.999 0.949 -2.592
H: 3.131 0.394 2.734
H: -0.628 0.227 -0.208
H: 0.863 0.919 0.832
H: -0.121 -0.618 -2.458
H: -1.792 -0.668 -2.901
H: -0.932 -2.308 -0.611
H: 2.934 -1.232 0.826
H: -3.623 -0.001 -0.320
H: -2.608 -1.978 -0.995

Atoms 1-6, force components in eV/Å:
0.9 0.2 1.3
-1.5 1.0 -0.5
-0.5 0.0 -0.5
0.8 -2.0 0.1
-0.4 -0.5 -0.4
-2.2 -0.8 -0.5

For the total energy, the calculation gives -277.4715 hartree. The calculation puts the HOMO-LUMO gap at 12.0 eV. Its energy above the lowest of the compared OMol25 structures with the same formula, charge and spin is 16.9 kcal/mol. As for the SMILES: CC(C)C.CCC.

An isolated ion of composition C4H9O2 and charge -1 at a distorted geometry, computed with ωB97M-V/def2-TZVPD.

Element x y z (Å)
O: -0.101 2.030 1.537
O: -1.503 0.289 -1.350
C: -0.418 -0.472 -1.660
C: 0.260 -1.173 -0.441
C: 0.725 -0.018 0.388
C: -0.241 0.658 1.392
H: 1.200 0.794 -0.146
H: -0.618 -1.393 -2.227
H: -0.353 -1.893 0.234
H: -1.273 0.476 0.986
H: -0.289 0.272 2.405
H: 1.636 -0.375 1.052
H: -0.516 2.538 0.777
H: 1.112 -1.778 -0.727
H: 0.378 0.047 -2.220

Atoms 1-6, force components in eV/Å:
0.1 2.7 -0.8
0.8 -0.2 -0.2
-1.5 -1.4 0.7
-0.7 0.6 1.1
2.9 -0.2 4.1
-2.8 -1.3 -1.7

For the total energy, the calculation gives -308.2353 hartree. Its total charge is -1. The calculation puts the HOMO-LUMO gap at 6.5 eV. Its energy above the lowest of the compared OMol25 structures with the same formula, charge and spin is 68.7 kcal/mol. As for the SMILES: [O-]CCCCO.

One molecule with the formula C6H8N4O at a distorted geometry, computed with ωB97M-V/def2-TZVPD.

Element x y z (Å)
O: -1.183 -1.503 0.870
N: 2.147 -0.130 0.781
N: 1.491 -1.471 -0.907
N: -1.800 1.132 0.266
N: 1.332 -1.142 0.564
C: -0.185 -0.522 0.763
C: -0.438 0.786 0.409
C: 0.688 1.730 0.218
C: 1.878 1.142 0.343
C: -2.237 -1.227 0.039
C: -2.474 0.041 -0.329
H: 0.838 -0.850 -1.408
H: 3.102 -0.339 1.047
H: -2.000 2.066 -0.162
H: -2.477 -2.130 -0.506
H: 1.444 -2.464 -1.118
H: -3.325 0.367 -1.052
H: 0.444 2.767 -0.174
H: 2.755 1.748 0.355

Atoms 1-6, force components in eV/Å:
1.7 0.9 0.9
1.4 3.1 1.0
-0.3 0.9 0.9
0.1 0.7 -0.6
-5.1 -1.6 -1.9
2.4 -0.4 -1.1

For the total energy, the calculation gives -527.5120 hartree. The calculation puts the HOMO-LUMO gap at 8.1 eV. Its energy above the lowest of the compared OMol25 structures with the same formula, charge and spin is 117.0 kcal/mol. As for the SMILES: Nn1[nH]ccc2[nH]ccoc1=2.

A 2-piece molecular cluster, C26H46ClIO8 overall at a distorted geometry, computed with ωB97M-V/def2-TZVPD.

Element x y z (Å)
I: -6.648 0.777 1.391
Cl: -4.710 5.800 -3.180
O: -1.722 2.272 -0.252
O: 0.760 5.057 0.382
O: -1.832 2.724 4.786
O: 2.402 -0.751 -1.567
O: -0.851 0.627 5.439
O: -3.999 0.162 0.185
O: 3.941 -0.846 0.396
O: 0.653 4.021 -0.402
C: 5.310 -4.909 1.205
C: -3.542 0.657 -1.122
C: -3.572 0.720 5.013
C: -0.401 4.223 -1.421
C: -1.816 3.610 -0.765
C: -4.489 1.237 1.059
C: 4.570 -7.955 1.259
C: 1.271 1.407 -2.409
C: -1.484 1.229 -2.672
C: -3.149 3.996 -1.654
C: -1.143 -0.107 -0.354
C: -2.057 1.411 5.063
C: -1.943 1.152 -1.122
C: -3.200 5.612 -2.083
C: 5.281 -7.253 0.113
C: 4.715 -3.682 -0.946
C: 2.881 -0.337 -0.238
C: -3.491 6.462 -0.710
C: 4.197 -4.321 0.333
C: -3.735 0.100 3.468
C: -0.013 0.622 -3.052
C: 2.567 0.360 -2.561
C: -3.646 1.389 2.461
C: -1.820 -2.857 -1.452
C: -1.534 -1.590 -0.901
C: 6.111 -6.047 0.562
H: 6.009 -4.108 1.478
H: 3.454 -5.089 0.089
H: 4.549 -6.955 -0.646
H: 5.289 -8.303 2.007
H: -1.548 2.288 -3.189
H: 4.872 -5.257 2.147
H: 2.266 0.509 0.329
H: -4.420 7.207 -0.793
H: 2.593 -0.170 -3.615
H: 3.850 -7.295 1.753
H: -2.258 5.953 -2.688
H: -0.012 1.092 5.119
H: -0.012 5.050 1.041
H: 0.135 -0.519 -2.844
H: -1.480 -0.067 0.791
H: 6.867 -6.385 1.281
H: -4.288 1.495 -1.449
H: -4.024 2.368 2.987
H: -0.156 3.793 -2.476
H: -3.731 -0.236 -1.893
H: 4.022 -8.824 0.886
H: -2.862 -0.677 3.350
H: -4.496 2.311 0.559
H: 3.884 -3.251 -1.514
H: -4.326 1.638 5.100
H: -2.503 1.497 2.147
H: -2.262 0.560 -3.287
H: -2.550 7.099 -0.344
H: -3.756 5.765 0.222
H: 5.423 -2.878 -0.721
H: 1.578 2.357 -3.052
H: -0.472 5.407 -1.561
H: 5.950 -7.974 -0.375
H: 1.186 1.623 -1.263
H: -4.737 -0.502 3.425
H: 0.092 0.743 -4.236
H: 0.018 0.037 -0.334
H: -3.372 3.278 -2.548
H: 3.668 -3.557 0.915
H: -1.996 -3.912 -1.969
H: -1.942 4.304 0.206
H: -3.746 -0.082 5.848
H: 3.581 0.899 -2.335
H: 6.666 -5.664 -0.301
H: 5.211 -4.411 -1.591
H: -4.071 3.871 -0.905

Atoms 1-6, force components in eV/Å:
0.9 0.3 0.0
1.4 -0.2 0.7
-0.1 0.4 -1.4
-1.0 4.1 3.7
-1.8 -8.2 1.4
1.8 1.8 2.5

For the total energy, the calculation gives -2377.4624 hartree. The calculation puts the HOMO-LUMO gap at 9.6 eV. As for the SMILES: C#CC[C@@](CCCCOC=O)(CO[C@@H](I)CCCC(=O)O)O[C@@H](COO)C[C@H](C)Cl.CCCCCC.

One molecule with the formula C14H28N2O6, computed with ωB97M-V/def2-TZVPD.

Element x y z (Å)
O: 0.656 0.988 2.594
O: -2.173 -2.132 -0.125
O: 3.027 2.413 -0.233
O: 3.918 -1.162 -0.075
O: 0.889 -1.981 -0.364
O: -0.510 2.830 -0.949
N: -0.437 -0.859 1.928
N: -2.208 0.734 0.432
C: 3.358 1.186 0.388
C: -2.683 1.735 -0.513
C: -1.615 2.172 -1.530
C: 1.702 2.847 -0.063
C: -0.070 -2.667 -1.135
C: 2.044 -2.750 -0.099
C: 3.351 0.017 -0.615
C: -1.461 1.325 1.533
C: 0.682 2.071 -0.908
C: -3.263 -0.170 0.867
C: -0.301 0.473 2.045
C: -3.376 -1.386 -0.066
C: 3.051 -1.930 0.721
C: -1.339 -1.825 -1.227
H: 2.684 0.992 1.230
H: -3.055 2.631 0.008
H: -1.034 2.274 1.206
H: 2.336 -0.178 -0.976
H: 3.701 -2.618 1.268
H: -3.509 1.309 -1.087
H: -1.281 1.306 -2.113
H: -2.107 1.545 2.400
H: -1.077 -1.272 1.263
H: 4.378 1.294 0.773
H: 0.497 1.082 -0.469
H: 1.761 -3.656 0.460
H: 1.411 2.797 0.994
H: 1.081 1.940 -1.925
H: 1.690 3.891 -0.388
H: -1.066 -0.764 -1.216
H: 2.519 -3.061 -1.041
H: -3.027 -0.535 1.868
H: -0.316 -3.632 -0.670
H: 3.985 0.287 -1.463
H: -3.673 -1.074 -1.074
H: -4.139 -2.064 0.328
H: -1.869 -2.056 -2.162
H: -2.086 2.886 -2.217
H: 0.357 -1.422 2.189
H: 2.509 -1.302 1.437
H: -4.244 0.328 0.913
H: 0.328 -2.856 -2.144

Atoms 1-6, force components in eV/Å:
0.2 0.3 0.2
0.1 0.0 0.3
0.1 -0.2 -0.3
0.2 0.1 0.0
0.0 0.1 0.0
0.0 0.1 0.2

For the total energy, the calculation gives -1111.1397 hartree. The calculation puts the HOMO-LUMO gap at 9.5 eV. Its energy above the lowest of the compared OMol25 structures with the same formula, charge and spin is 1.0 kcal/mol. As for the SMILES: NC(=O)CN1CCOCCOCCOCCOCCOCC1.

A 4-piece molecular cluster, H7O4 overall at a distorted geometry, computed with ωB97M-V/def2-TZVPD.

Element x y z (Å)
O: 1.878 2.772 0.993
O: 0.910 -2.131 -0.606
O: -1.869 0.408 -1.152
O: -0.853 -1.063 0.853
H: -2.507 -0.108 -1.666
H: -1.577 -0.056 -0.302
H: 0.156 -1.862 0.016
H: 0.744 -1.862 -1.493
H: 1.245 2.079 1.192
H: 1.888 2.941 0.028
H: -0.282 -0.868 1.598

Atoms 1-6, force components in eV/Å:
0.5 0.7 -0.6
1.3 -1.3 0.6
-0.2 0.4 -0.2
-0.4 -0.1 0.0
0.4 -0.1 0.7
0.0 -0.5 -0.3

For the total energy, the calculation gives -305.1828 hartree. Its total charge is -1. The calculation puts the HOMO-LUMO gap at 8.0 eV. Its energy above the lowest of the compared OMol25 structures with the same formula, charge and spin is 17.4 kcal/mol.

C22H24N7O5S2Ti as an isolated structure, computed with ωB97M-V/def2-TZVPD.

Element x y z (Å)
Ti: -0.879 0.876 -0.969
S: 1.266 1.503 -1.737
S: -1.995 0.805 -3.324
O: -0.274 -0.902 -1.043
O: -1.245 1.318 5.087
O: -1.551 2.601 -0.690
O: -2.190 4.176 0.783
O: 0.672 2.294 5.989
N: 2.007 -1.141 -1.188
N: -4.465 2.051 -3.203
N: -5.510 2.217 -2.342
N: -0.655 0.994 0.969
N: -3.162 0.188 -0.622
N: -3.955 0.964 -1.475
N: 3.570 0.471 -0.989
C: 3.879 2.573 0.310
C: 0.607 -3.086 -1.135
C: -0.049 1.863 5.152
C: -0.086 0.071 1.832
C: 2.314 0.178 -1.259
C: 0.250 -5.836 -1.115
C: -3.486 1.308 -2.701
C: -1.050 2.195 1.545
C: 0.098 0.290 3.142
C: -1.652 3.138 0.552
C: -0.794 -5.000 -0.745
C: 4.093 1.851 -1.009
C: -0.914 2.508 2.841
C: 0.807 -1.627 -1.134
C: 1.658 -3.930 -1.497
C: -0.343 1.533 3.763
C: 4.510 -0.595 -0.572
C: -5.188 1.552 -1.281
C: 1.474 -5.301 -1.494
C: -5.986 1.443 -0.040
C: 4.321 -1.022 0.873
C: -0.620 -3.627 -0.760
H: -5.448 1.869 0.809
H: 2.607 -3.500 -1.783
H: 2.817 2.668 0.534
H: 2.286 -5.953 -1.786
H: 4.367 2.057 1.135
H: -6.908 2.001 -0.175
H: -4.476 2.499 -4.106
H: -1.242 3.478 3.189
H: 5.151 1.772 -1.250
H: 3.621 2.386 -1.830
H: 4.370 -1.437 -1.245
H: 4.524 -0.210 1.568
H: 0.110 -6.908 -1.106
H: 3.307 -1.382 1.037
H: 0.566 -0.468 3.754
H: -3.462 0.342 0.339
H: 5.008 -1.837 1.101
H: -1.743 -5.421 -0.442
H: 5.507 -0.192 -0.737
H: -6.233 0.403 0.181
H: 4.301 3.575 0.246
H: 0.225 -0.859 1.377
H: -3.300 -0.796 -0.857
H: -1.432 -2.976 -0.468

Atoms 1-6, force components in eV/Å:
-0.1 0.2 -0.4
-0.1 -0.1 -0.1
0.1 0.1 0.1
-0.1 0.0 0.3
0.0 0.0 -0.1
0.1 -0.2 0.1

For the total energy, the calculation gives -3257.9939 hartree. Its total charge is +1. The calculation puts the HOMO-LUMO gap at 6.6 eV.

One molecule with the formula C4H8O2 at a distorted geometry, computed with ωB97M-V/def2-TZVPD.

Element x y z (Å)
O: -0.086 0.724 -0.751
O: 2.075 -0.700 2.269
C: 1.587 -0.290 1.250
C: -0.644 0.483 -2.010
C: -0.570 -0.182 0.195
C: 0.135 0.094 1.468
H: -0.404 -0.532 -2.363
H: -0.221 1.219 -2.693
H: -0.318 -1.222 -0.099
H: -1.653 -0.122 0.338
H: 0.033 1.101 1.887
H: 2.069 -0.560 0.261
H: -1.738 0.591 -1.974
H: -0.267 -0.605 2.224

Atoms 1-6, force components in eV/Å:
-0.1 0.1 -0.1
2.0 0.0 0.2
-0.8 -1.7 1.4
-0.1 0.0 -0.5
-0.4 -0.1 0.0
-0.1 0.0 -0.2

For the total energy, the calculation gives -307.6339 hartree. The calculation puts the HOMO-LUMO gap at 10.5 eV. Its energy above the lowest of the compared OMol25 structures with the same formula, charge and spin is 49.3 kcal/mol. As for the SMILES: COCCC=O.

A 9-piece molecular cluster, C16H52BO16 overall at a distorted geometry, computed with ωB97M-V/def2-TZVPD.

Element x y z (Å)
O: -6.269 1.597 -24.149
O: -15.211 5.399 -23.822
O: -9.908 2.774 -15.790
O: -4.411 5.296 -14.629
O: -13.230 4.477 -21.051
O: -11.174 8.734 -14.521
O: -0.930 2.456 -20.879
O: -9.453 8.899 -21.123
O: -3.077 8.456 -22.017
O: -6.714 9.596 -20.112
O: -2.093 6.455 -14.561
O: -1.140 10.010 -19.984
O: -8.255 8.184 -12.209
O: -8.124 3.584 -23.275
O: -13.442 2.203 -14.831
O: -3.407 2.535 -19.285
C: -1.682 8.345 -21.763
C: -9.595 7.943 -12.782
C: -14.523 4.479 -23.018
C: -1.249 8.578 -20.266
C: -2.273 2.183 -21.357
C: -11.338 2.854 -15.970
C: -8.560 9.838 -21.698
C: -3.542 4.769 -13.709
C: -7.657 1.510 -24.474
C: -3.275 1.576 -20.266
C: -8.445 2.232 -23.354
C: -7.738 10.506 -20.596
C: -13.477 5.206 -22.220
C: -9.771 8.740 -14.100
C: -2.082 5.098 -14.113
C: -12.007 2.274 -14.683
B: -8.046 5.811 -18.890
H: -3.567 8.837 -21.285
H: -1.895 8.025 -19.585
H: -8.188 3.925 -22.380
H: -9.484 3.302 -16.470
H: -7.816 2.061 -25.402
H: -11.417 9.410 -15.157
H: -4.068 3.092 -19.704
H: -8.375 10.881 -19.795
H: -3.656 3.689 -13.625
H: -7.036 11.257 -20.960
H: -2.705 3.045 -21.863
H: -9.856 6.894 -12.921
H: -3.840 5.045 -12.697
H: -9.009 8.487 -14.838
H: -2.884 0.662 -19.818
H: -4.425 4.890 -15.499
H: -14.604 5.694 -24.505
H: -11.710 1.243 -14.489
H: -14.136 3.625 -23.575
H: -13.754 3.111 -14.844
H: -11.817 2.915 -13.823
H: -7.052 8.715 -19.934
H: -9.088 10.566 -22.314
H: -0.897 3.168 -20.235
H: -12.436 4.835 -20.647
H: -0.313 8.083 -20.004
H: -1.797 4.409 -14.908
H: -2.978 6.829 -14.578
H: -7.956 9.197 -22.341
H: -6.129 2.544 -24.209
H: -4.190 1.284 -20.779
H: -15.232 4.056 -22.307
H: -7.321 5.344 -18.241
H: -10.309 8.292 -12.036
H: -8.459 6.634 -18.328
H: -13.737 6.244 -22.015
H: -8.137 1.801 -22.401
H: -11.688 2.159 -16.733
H: -7.715 7.675 -12.818
H: -7.996 0.514 -24.758
H: -1.444 7.307 -21.997
H: -12.548 5.213 -22.792
H: -9.505 1.999 -23.456
H: -2.191 1.526 -22.223
H: -9.568 9.775 -13.826
H: -1.111 8.983 -22.438
H: -7.622 6.145 -19.824
H: -11.725 3.854 -16.168
H: -1.811 10.280 -19.353
H: -1.367 5.001 -13.296
H: -8.988 8.360 -20.480
H: -8.833 5.101 -19.092

Atoms 1-6, force components in eV/Å:
-0.4 -0.6 -0.4
-0.5 0.1 -0.8
-1.1 0.2 0.0
-1.6 1.3 -0.3
-0.1 -0.3 0.7
0.9 -1.3 0.6

For the total energy, the calculation gives -1869.2347 hartree. Its total charge is -1. The calculation puts the HOMO-LUMO gap at 8.1 eV. Its energy above the lowest of the compared OMol25 structures with the same formula, charge and spin is 116.0 kcal/mol.

A 2-piece molecular cluster, C2H4NO2 overall at a distorted geometry, computed with ωB97M-V/def2-TZVPD.

Element x y z (Å)
O: -0.577 -0.089 0.265
O: -0.739 1.842 2.445
N: -0.028 1.029 2.131
C: 0.381 -0.937 -0.323
C: -0.159 0.245 -1.054
H: -0.939 -0.005 -1.945
H: -0.016 -1.979 -0.353
H: 1.406 -1.005 0.072
H: 0.670 0.900 -1.238

Atoms 1-6, force components in eV/Å:
-0.2 2.0 1.5
4.1 -5.0 -2.2
-4.2 4.6 1.5
0.0 -2.5 0.1
-0.9 -3.1 -3.0
1.8 1.1 2.5

For the total energy, the calculation gives -283.3747 hartree. Its total charge is +1. The calculation puts the HOMO-LUMO gap (alpha / beta) at 7.5 / 7.5 eV. Its energy above the lowest of the compared OMol25 structures with the same formula, charge and spin is 113.9 kcal/mol.